{
  "formula": "C20H24N2O3S2",
  "method": "ωB97M-V with the def2-TZVPD basis set",
  "smiles": "CC(=O)N1C[C@H](C)Sc2ccc(S(=O)(=O)NCCc3ccc(C)cc3)cc21",
  "energy_ha": -1908.15192,
  "homo_lumo_gap_ev": 8.64,
  "charge": 0,
  "relative_energy_kcal_mol": 3.7,
  "spin_multiplicity": 1,
  "elements": ["S", "S", "O", "O", "O", "N", "N", "C", "C", "C", "C", "C", "C", "C", "C", "C", "C", "C", "C", "C", "C", "C", "C", "C", "C", "C", "C", "H", "H", "H", "H", "H", "H", "H", "H", "H", "H", "H", "H", "H", "H", "H", "H", "H", "H", "H", "H", "H", "H", "H", "H"],
  "positions_angstrom": [[3.029, 2.037, -0.407], [-2.723, 0.994, 1.874], [-0.325, -0.539, -2.392], [2.894, 2.683, -1.679], [3.812, 2.672, 0.617], [-1.837, 0.519, -1.052], [3.594, 0.508, -0.695], [-0.089, 1.543, 2.085], [1.777, -1.542, 1.717], [-0.853, 0.990, -0.160], [2.432, -1.871, 0.536], [-3.566, 1.634, 0.383], [4.297, -0.186, 0.354], [-1.097, 1.158, 1.211], [0.423, 1.312, -0.621], [3.916, -1.671, 0.397], [-0.328, -2.290, 0.811], [-3.256, 0.689, -0.766], [1.187, 1.786, 1.618], [1.685, -2.397, -0.507], [1.411, 1.689, 0.260], [-1.794, -2.555, 0.980], [-3.207, 3.086, 0.112], [0.326, -2.612, -0.368], [0.417, -1.745, 1.851], [-1.473, -0.256, -2.135], [-2.604, -0.761, -3.005], [3.895, 0.343, -1.639], [4.435, -2.129, 1.243], [-2.154, 3.195, -0.136], [-3.747, 1.080, -1.664], [1.988, 2.089, 2.270], [-1.943, -3.487, 1.526], [-2.271, -1.759, 1.549], [-4.632, 1.555, 0.612], [4.006, 0.309, 1.281], [0.667, 1.275, -1.667], [-3.312, -1.363, -2.442], [-2.283, -2.651, 0.012], [-3.699, -0.286, -0.526], [4.263, -2.152, -0.519], [-2.160, -1.373, -3.786], [-0.330, 1.652, 3.131], [2.339, -1.133, 2.544], [5.385, -0.086, 0.245], [-3.136, 0.065, -3.472], [-0.076, -1.487, 2.778], [2.168, -2.650, -1.439], [-3.420, 3.692, 0.990], [-0.230, -3.036, -1.192], [-3.800, 3.462, -0.719]],
  "atomic_forces_ev_per_a": [[0.11, -0.24, -0.11], [-0.14, 0.01, -0.16], [0.15, -0.05, -0.21], [-0.16, -0.28, -0.12], [-0.23, -0.29, 0.10], [-0.02, 0.19, 0.20], [-0.21, 0.76, -0.10], [0.03, 0.03, -0.22], [0.00, -0.06, -0.02], [0.71, 0.11, 0.36], [0.07, -0.18, -0.08], [0.31, -0.14, 0.24], [0.22, -0.35, 0.39], [-0.24, 0.02, 0.03], [-0.10, 0.01, -0.19], [-0.08, 0.35, 0.03], [0.00, -0.07, -0.08], [-0.68, -0.07, -0.01], [0.08, 0.09, 0.13], [0.06, -0.01, 0.11], [0.41, 0.23, -0.02], [0.07, -0.07, 0.10], [-0.10, -0.02, 0.02], [-0.05, -0.04, 0.14], [0.03, -0.05, -0.03], [-0.19, -0.20, -0.26], [0.19, -0.10, -0.12], [-0.05, 0.21, -0.28], [0.08, -0.04, -0.07], [0.02, 0.07, -0.01], [0.00, -0.06, 0.09], [0.07, 0.04, 0.15], [-0.10, -0.07, 0.00], [-0.09, 0.02, -0.03], [0.08, -0.08, -0.08], [0.17, -0.17, 0.12], [-0.09, -0.05, -0.08], [-0.12, 0.00, 0.04], [-0.11, 0.00, -0.07], [0.01, 0.17, -0.07], [0.06, -0.08, 0.02], [0.02, 0.03, 0.05], [0.00, 0.08, 0.11], [0.08, 0.07, 0.12], [-0.15, 0.08, 0.10], [-0.11, 0.04, 0.00], [-0.06, 0.04, 0.10], [0.09, -0.02, -0.12], [0.00, 0.06, 0.02], [-0.08, 0.00, -0.09], [-0.03, 0.06, -0.12]],
  "nbo_charge": [2.328, 0.256, -0.594, -0.938, -0.943, -0.482, -0.885, -0.237, -0.167, 0.218, -0.066, -0.331, -0.213, -0.201, -0.200, -0.423, -0.029, -0.214, -0.140, -0.137, -0.345, -0.638, -0.627, -0.217, -0.220, 0.702, -0.715, 0.415, 0.219, 0.223, 0.206, 0.236, 0.221, 0.225, 0.239, 0.214, 0.267, 0.226, 0.203, 0.206, 0.205, 0.248, 0.226, 0.199, 0.195, 0.229, 0.205, 0.200, 0.227, 0.209, 0.214]
}

---

{
  "formula": "C20H24N2O4",
  "method": "ωB97M-V with the def2-TZVPD basis set",
  "smiles": "CCOc1ccccc1CNc1ccc(N2CCOCC2)c(C(=O)O)c1",
  "energy_ha": -1186.36867,
  "homo_lumo_gap_ev": 8.32,
  "charge": 0,
  "relative_energy_kcal_mol": 439.0,
  "spin_multiplicity": 1,
  "elements": ["O", "O", "O", "O", "N", "N", "C", "C", "C", "C", "C", "C", "C", "C", "C", "C", "C", "C", "C", "C", "C", "C", "C", "C", "C", "C", "H", "H", "H", "H", "H", "H", "H", "H", "H", "H", "H", "H", "H", "H", "H", "H", "H", "H", "H", "H", "H", "H", "H", "H"],
  "positions_angstrom": [[-1.487, -2.443, -2.696], [-1.681, 2.312, 0.628], [-1.644, 1.684, -1.523], [2.761, 4.939, 1.986], [0.600, 2.848, 1.781], [2.133, -1.999, -0.798], [-2.511, -3.611, -1.121], [0.838, 3.928, 0.811], [-2.290, -4.444, 0.199], [1.736, -0.762, -0.256], [0.011, -3.275, -1.178], [-1.082, -4.642, 0.734], [-2.856, -2.048, -3.210], [2.116, 4.546, 0.777], [0.185, 1.063, 0.073], [1.956, 0.891, 1.586], [0.385, 0.034, -0.814], [1.184, 3.234, 2.919], [0.219, -4.131, -0.129], [2.151, -0.319, 0.807], [-3.573, -0.933, -2.245], [1.056, -2.679, -1.861], [-1.420, -3.109, -1.627], [2.558, 3.801, 3.059], [-1.211, 1.850, -0.472], [1.011, 1.655, 0.949], [-4.385, -0.547, -2.646], [-3.158, -4.886, 0.651], [-0.303, -0.417, -1.208], [-0.760, -5.305, 1.503], [3.337, 3.214, 2.527], [2.024, 5.624, 0.131], [0.566, -2.039, -2.517], [0.383, 3.839, -0.129], [-3.081, -0.025, -2.295], [-3.342, -3.473, -1.232], [-3.586, -1.305, -1.352], [2.944, 3.834, 0.398], [2.722, 1.007, 2.246], [3.083, -0.901, 1.252], [-3.545, -2.846, -3.308], [-0.075, 4.769, 1.187], [2.719, 4.231, 4.149], [-1.162, 2.551, 1.179], [-2.689, -1.610, -4.234], [1.182, 2.305, 3.798], [0.413, 3.828, 3.450], [2.653, -2.530, -0.365], [1.118, -4.293, 0.571], [1.797, -3.416, -2.134]],
  "atomic_forces_ev_per_a": [[-2.08, 4.00, -5.65], [-14.66, -2.29, -10.46], [-2.33, 0.29, -3.43], [-2.03, -0.14, 2.58], [-0.65, -1.30, -7.62], [-9.50, 8.42, -8.24], [15.05, -6.64, 9.26], [-6.28, 3.56, 3.15], [-0.37, 1.48, -2.39], [-7.61, -3.46, -9.53], [-4.05, -3.88, 3.64], [3.92, 0.99, -3.81], [0.84, 3.22, 0.53], [4.62, 2.91, -1.66], [-4.08, 1.33, -6.75], [-1.55, -2.84, -5.81], [12.14, 2.29, 8.79], [0.21, -2.40, 8.11], [-3.39, -0.18, 4.17], [7.81, 2.37, 10.69], [4.76, -1.88, -5.01], [5.58, 0.99, 2.58], [2.93, -1.19, 1.54], [1.26, 2.49, -2.17], [6.05, -2.93, 4.88], [2.01, 1.05, 7.35], [-4.90, 0.42, -1.77], [-0.41, 0.01, 0.17], [-7.30, -4.54, -5.24], [-0.51, -0.22, 0.76], [-0.22, -0.69, 1.80], [0.50, -3.28, 1.41], [0.85, 1.65, -1.85], [0.00, -1.10, -1.56], [2.29, 1.52, 0.40], [-15.98, 2.95, -3.28], [-0.71, -1.76, 5.32], [-1.49, 0.79, -0.74], [1.24, 1.19, 2.23], [-1.83, 0.73, -0.80], [-0.10, -1.36, 0.05], [2.72, -1.38, -0.66], [0.09, -0.97, -2.62], [11.10, 4.37, 11.36], [0.17, -0.52, 1.19], [0.10, 1.92, -2.53], [0.69, 0.60, -0.25], [6.35, -6.77, 5.56], [-0.86, 0.38, -2.06], [-0.41, -0.17, -1.63]],
  "nbo_charge": [-0.515, -0.635, -0.553, -0.569, -0.497, -0.579, -0.320, -0.272, -0.180, 0.195, -0.152, -0.251, -0.073, -0.113, -0.179, -0.184, -0.137, -0.254, -0.136, -0.283, -0.629, -0.253, 0.416, -0.126, 0.833, 0.071, 0.217, 0.203, 0.178, 0.207, 0.204, 0.219, 0.240, 0.240, 0.237, 0.160, 0.202, 0.178, 0.225, 0.174, 0.183, 0.171, 0.234, 0.475, 0.204, 0.207, 0.227, 0.346, 0.213, 0.233]
}

---

{
  "formula": "C20H24N2O6",
  "method": "ωB97M-V with the def2-TZVPD basis set",
  "smiles": "CC(C)[C@H](NC(=O)OCc1ccccc1)C(=O)OCC(=O)NCc1ccco1",
  "energy_ha": -1337.52777,
  "homo_lumo_gap_ev": 9.21,
  "charge": 0,
  "relative_energy_kcal_mol": 9.8,
  "spin_multiplicity": 1,
  "elements": ["O", "O", "O", "O", "O", "O", "N", "N", "C", "C", "C", "C", "C", "C", "C", "C", "C", "C", "C", "C", "C", "C", "C", "C", "C", "C", "C", "C", "H", "H", "H", "H", "H", "H", "H", "H", "H", "H", "H", "H", "H", "H", "H", "H", "H", "H", "H", "H", "H", "H", "H", "H"],
  "positions_angstrom": [[1.522, -0.860, -0.170], [-0.322, 0.420, -0.397], [-4.076, 2.977, 1.792], [-0.806, 3.385, -1.530], [-3.343, -0.179, 0.318], [-1.967, -1.204, 1.773], [-2.156, 2.246, 0.857], [-0.447, -1.836, -0.535], [0.892, 3.688, -0.130], [0.325, 3.388, -2.249], [-3.969, -3.239, -0.390], [1.406, 3.576, -1.445], [-2.451, -3.255, -0.557], [-1.897, -1.824, -0.561], [-3.391, 2.083, 1.339], [-3.909, 0.636, 1.337], [-0.463, 3.564, -0.239], [0.211, -0.668, -0.356], [-2.066, -3.970, -1.850], [6.075, 0.062, 0.009], [-1.533, 3.557, 0.794], [-2.392, -1.042, 0.660], [5.196, -1.183, 1.857], [6.281, -0.733, 1.123], [3.699, -0.040, 0.362], [2.301, 0.334, -0.036], [4.789, 0.403, -0.374], [3.912, -0.835, 1.481], [6.918, 0.414, -0.568], [0.235, 3.252, -3.308], [1.453, 3.843, 0.769], [5.352, -1.804, 2.727], [-1.632, 1.483, 0.445], [4.631, 1.020, -1.247], [0.027, -2.682, -0.261], [-1.096, 3.813, 1.766], [-2.230, -1.289, -1.458], [-4.362, -4.250, -0.473], [2.433, 3.632, -1.742], [-2.318, 4.288, 0.568], [3.063, -1.183, 2.051], [2.287, 0.879, -0.987], [-0.992, -3.944, -2.012], [1.833, 0.974, 0.723], [-4.431, -2.624, -1.158], [-2.009, -3.781, 0.297], [-3.693, 0.200, 2.320], [-2.384, -5.009, -1.811], [-4.251, -2.845, 0.583], [-4.989, 0.658, 1.175], [-2.552, -3.495, -2.699], [7.284, -1.002, 1.418]],
  "atomic_forces_ev_per_a": [[-0.02, -0.30, 0.02], [-0.07, 0.23, -0.04], [-0.26, 0.19, 0.22], [-0.58, -0.05, 0.03], [-0.22, 0.22, -0.34], [-0.07, 0.00, -0.04], [0.42, 0.02, -0.24], [-0.07, -0.26, 0.01], [-0.69, 0.02, 0.09], [0.93, 0.03, -0.14], [0.26, -0.03, 0.10], [-0.31, -0.06, -0.47], [-0.06, 0.12, -0.19], [0.08, 0.20, 0.16], [-0.04, -0.66, -0.19], [-0.31, 0.28, 0.57], [0.67, 0.19, 0.76], [0.20, -0.23, -0.16], [0.05, 0.05, 0.26], [0.13, 0.02, 0.01], [-0.25, 0.04, -0.10], [0.34, -0.36, 0.06], [-0.05, -0.04, 0.09], [0.09, 0.02, -0.04], [-0.15, -0.10, -0.11], [0.05, 0.53, 0.06], [-0.14, 0.01, 0.05], [0.02, 0.03, -0.02], [0.07, 0.02, -0.05], [-0.12, -0.02, -0.12], [0.04, 0.03, 0.26], [0.01, -0.05, 0.07], [-0.16, -0.05, 0.06], [-0.03, 0.05, -0.11], [0.01, 0.06, 0.00], [-0.01, 0.09, -0.19], [-0.03, -0.11, 0.11], [-0.06, -0.07, 0.00], [0.19, 0.01, -0.16], [0.16, -0.03, 0.08], [-0.09, -0.06, 0.08], [-0.01, -0.06, 0.17], [0.11, -0.05, -0.11], [0.06, -0.11, -0.18], [-0.09, 0.06, -0.10], [0.01, 0.05, 0.01], [-0.08, 0.10, -0.18], [-0.02, -0.10, -0.04], [-0.12, 0.03, 0.09], [0.20, 0.05, 0.00], [-0.05, 0.05, -0.14], [0.08, -0.02, 0.02]],
  "nbo_charge": [-0.509, -0.688, -0.631, -0.393, -0.505, -0.606, -0.617, -0.612, -0.305, 0.095, -0.607, -0.328, -0.210, -0.142, 0.652, -0.175, 0.273, 0.916, -0.604, -0.206, -0.261, 0.815, -0.192, -0.214, 0.034, -0.110, -0.232, -0.230, 0.214, 0.202, 0.226, 0.213, 0.442, 0.210, 0.411, 0.212, 0.225, 0.218, 0.225, 0.235, 0.217, 0.200, 0.211, 0.208, 0.211, 0.207, 0.230, 0.215, 0.215, 0.218, 0.208, 0.214]
}

---

{
  "formula": "C20H24N4O3",
  "method": "ωB97M-V with the def2-TZVPD basis set",
  "smiles": "CCOc1ccc(C(=O)CCC(=O)N2CCN(c3ncccn3)CC2)cc1",
  "energy_ha": -1221.29157,
  "homo_lumo_gap_ev": 9.01,
  "charge": 0,
  "relative_energy_kcal_mol": 57.8,
  "spin_multiplicity": 1,
  "elements": ["O", "O", "O", "N", "N", "N", "N", "C", "C", "C", "C", "C", "C", "C", "C", "C", "C", "C", "C", "C", "C", "C", "C", "C", "C", "C", "C", "H", "H", "H", "H", "H", "H", "H", "H", "H", "H", "H", "H", "H", "H", "H", "H", "H", "H", "H", "H", "H", "H", "H", "H"],
  "positions_angstrom": [[1.908, -4.010, 2.793], [-1.891, -1.414, 0.667], [1.591, 1.504, 5.812], [0.162, 1.087, -5.638], [-0.975, 0.490, -3.729], [-2.105, 0.354, -5.714], [-0.792, -0.567, -1.096], [-2.141, -0.048, -3.060], [1.149, -3.087, 2.583], [0.207, 0.695, -2.930], [2.399, -0.526, 5.009], [2.296, -1.650, 4.228], [0.833, 3.520, 4.651], [-0.986, 0.979, -7.715], [-0.968, 0.646, -5.065], [0.138, 1.244, -6.946], [0.291, 0.256, 4.157], [0.667, 2.574, 5.837], [-0.872, -1.350, 0.005], [0.195, -0.876, 3.369], [-2.100, 0.527, -7.021], [0.395, -2.106, 0.378], [1.196, -1.846, 3.386], [0.379, -0.458, -1.944], [0.126, -3.153, 1.468], [1.394, 0.448, 4.986], [-1.984, 0.122, -1.557], [0.530, -1.389, -2.508], [1.270, -0.276, -1.335], [1.061, 0.751, -3.607], [3.066, -2.407, 4.247], [0.138, 1.644, -2.383], [-0.872, -2.981, 1.877], [3.246, -0.369, 5.659], [1.851, 3.901, 4.624], [0.813, -2.584, -0.508], [-1.929, 1.186, -1.300], [0.894, 3.104, 6.766], [-2.259, -1.111, -3.308], [-0.681, -0.995, 2.752], [-0.993, 1.115, -8.783], [1.124, -1.371, 0.733], [-0.361, 2.197, 5.897], [0.633, 3.008, 3.713], [-3.031, 0.476, -3.418], [1.062, 1.597, -7.389], [-3.028, 0.288, -7.525], [0.145, 4.355, 4.750], [-2.834, -0.314, -1.029], [0.152, -4.158, 1.046], [-0.512, 0.976, 4.121]],
  "atomic_forces_ev_per_a": [[0.03, 0.06, 0.01], [-0.28, -0.10, 0.28], [0.19, -0.25, -0.05], [0.15, 0.04, 0.22], [0.00, -0.06, 0.30], [-0.16, -0.13, 0.33], [-0.20, 0.16, -0.12], [-0.31, -0.02, 0.12], [-0.23, -0.34, -0.34], [0.33, -0.04, 0.18], [-0.08, 0.19, 0.06], [-0.11, 0.00, -0.12], [0.05, -0.35, 0.23], [-0.03, -0.01, 0.03], [0.03, 0.13, -0.53], [-0.21, -0.05, -0.18], [-0.05, 0.41, 0.27], [-0.24, 0.41, -0.11], [0.33, 0.07, -0.10], [0.27, -0.34, -0.04], [0.24, 0.10, -0.23], [-0.25, -0.16, 0.21], [0.15, 0.33, 0.41], [0.38, -0.02, -0.18], [0.06, -0.12, -0.04], [0.06, -0.26, -0.11], [-0.32, 0.00, -0.05], [0.08, 0.10, 0.02], [-0.03, -0.03, -0.11], [-0.07, 0.00, 0.24], [0.05, -0.06, 0.02], [0.11, -0.05, -0.03], [0.05, 0.00, -0.03], [0.10, 0.02, 0.07], [0.07, 0.06, -0.01], [0.08, 0.07, 0.00], [-0.09, -0.05, 0.00], [-0.11, -0.10, -0.11], [-0.10, 0.07, 0.04], [-0.13, -0.04, -0.13], [0.00, 0.01, -0.10], [0.03, 0.02, -0.13], [0.11, 0.00, 0.06], [-0.03, 0.02, -0.09], [0.04, -0.12, 0.12], [0.01, 0.02, -0.12], [-0.02, 0.01, -0.12], [-0.08, 0.10, -0.02], [0.11, 0.14, -0.14], [0.02, 0.05, 0.11], [-0.04, 0.09, 0.02]],
  "nbo_charge": [-0.550, -0.647, -0.488, -0.518, -0.406, -0.514, -0.439, -0.217, 0.568, -0.228, -0.271, -0.146, -0.638, -0.374, 0.569, 0.107, -0.327, -0.063, 0.700, -0.173, 0.108, -0.504, -0.152, -0.219, -0.516, 0.341, -0.237, 0.194, 0.212, 0.259, 0.234, 0.191, 0.259, 0.225, 0.216, 0.232, 0.192, 0.195, 0.197, 0.235, 0.225, 0.238, 0.173, 0.212, 0.230, 0.194, 0.195, 0.216, 0.257, 0.234, 0.219]
}